{
  "formula": "C31H54O11S",
  "method": "the ωB97M-V functional and the def2-TZVPD basis",
  "total_charge": 0,
  "e_homo_ha": -0.3264,
  "energy_ev": -66374.9747,
  "smiles": "O=C1C=CC(=O)c2c(CCCS)cccc21.COCCOCCOC.COCCOCCOC.COCCOCCOC",
  "species": ["O", "C", "C", "C", "C", "O", "C", "C", "C", "C", "C", "S", "C", "C", "C", "C", "H", "H", "H", "H", "H", "H", "H", "H", "H", "H", "H", "H", "C", "O", "C", "C", "O", "C", "C", "O", "C", "H", "H", "H", "H", "H", "H", "H", "H", "H", "H", "H", "H", "H", "H", "C", "O", "C", "C", "O", "C", "C", "O", "C", "H", "H", "H", "H", "H", "H", "H", "H", "H", "H", "H", "H", "H", "H", "C", "O", "C", "C", "O", "C", "C", "O", "C", "H", "H", "H", "H", "H", "H", "H", "H", "H", "H", "H", "H", "H", "H"],
  "xyz": [[8.1066, -2.5928, 0.0093], [7.2955, -1.8204, -0.4229], [7.5198, -0.3616, -0.4018], [6.4916, 0.4793, -0.3588], [5.1162, -0.0740, -0.2820], [4.2739, 0.4850, 0.3767], [4.9131, -1.3662, -0.9877], [3.7040, -1.7475, -1.5840], [2.4935, -0.8290, -1.6217], [1.2986, -1.4666, -0.9195], [0.0827, -0.5517, -0.7113], [0.4201, 1.1996, -0.4085], [3.6205, -3.0071, -2.1933], [4.6992, -3.8808, -2.1980], [5.8971, -3.5023, -1.6039], [6.0064, -2.2480, -1.0182], [8.5440, -0.0252, -0.3904], [6.6340, 1.5460, -0.3090], [2.2642, -0.6469, -2.6704], [2.7533, 0.1136, -1.1719], [1.6152, -1.9149, 0.0176], [0.9626, -2.2953, -1.5397], [-0.4673, -0.9267, 0.1481], [-0.5972, -0.6283, -1.5500], [1.4701, 1.1508, 0.4236], [2.7028, -3.3115, -2.6713], [4.6097, -4.8448, -2.6739], [6.7564, -4.1558, -1.5849], [4.4120, -4.3694, -8.8980], [3.3348, -4.9224, -8.1765], [3.7184, -5.3526, -6.8828], [2.5126, -5.5002, -5.9822], [2.0325, -4.2728, -5.4510], [1.3165, -3.4178, -6.3331], [-0.0919, -3.8790, -6.6317], [-0.0929, -4.9148, -7.5981], [-1.2751, -5.6815, -7.5630], [5.2093, -5.1063, -9.0489], [4.0318, -4.0563, -9.8682], [4.8218, -3.4934, -8.3815], [4.4153, -4.6338, -6.4339], [4.2226, -6.3254, -6.9690], [2.8264, -6.0790, -5.1103], [1.7174, -6.0568, -6.4809], [1.8747, -3.2418, -7.2540], [1.2437, -2.4662, -5.8013], [-0.6693, -3.0304, -7.0243], [-0.5625, -4.2232, -5.7026], [-1.4005, -6.1660, -6.5875], [-1.1913, -6.4510, -8.3278], [-2.1558, -5.0646, -7.7756], [-1.4729, 0.1180, 3.2782], [-2.5961, 0.9400, 3.0711], [-2.4440, 1.7804, 1.9339], [-3.7894, 2.2660, 1.4467], [-4.5058, 1.3121, 0.6736], [-5.1426, 0.2591, 1.3804], [-6.4217, 0.6705, 2.0750], [-6.1480, 1.3496, 3.2898], [-7.2280, 2.1500, 3.7113], [-0.5690, 0.7137, 3.4533], [-1.6694, -0.4951, 4.1561], [-1.3067, -0.5438, 2.4189], [-1.9363, 1.2427, 1.1274], [-1.8287, 2.6438, 2.2233], [-3.6066, 3.1015, 0.7680], [-4.3965, 2.6386, 2.2743], [-4.4570, -0.2229, 2.0801], [-5.4079, -0.4730, 0.6140], [-7.0117, -0.2289, 2.3017], [-7.0040, 1.3119, 1.4028], [-7.4583, 2.9228, 2.9681], [-6.9360, 2.6352, 4.6410], [-8.1245, 1.5457, 3.8937], [0.9722, 4.2036, 6.5714], [-0.2106, 4.9617, 6.4695], [-0.2045, 5.8191, 5.3412], [-1.6084, 6.2523, 4.9827], [-2.3455, 5.2782, 4.2611], [-2.8744, 4.1794, 4.9945], [-4.0939, 4.5246, 5.8169], [-3.7315, 5.1801, 7.0216], [-4.7970, 5.9189, 7.5709], [1.8504, 4.8497, 6.6876], [0.8817, 3.5686, 7.4505], [1.1068, 3.5657, 5.6897], [0.2433, 5.3094, 4.4793], [0.3976, 6.7080, 5.5771], [-1.5225, 7.1012, 4.3005], [-2.1502, 6.5898, 5.8683], [-2.1060, 3.7019, 5.6046], [-3.1842, 3.4587, 4.2348], [-4.6247, 3.5962, 6.0715], [-4.7604, 5.1616, 5.2224], [-5.1316, 6.7011, 6.8789], [-4.4363, 6.3899, 8.4833], [-5.6455, 5.2699, 7.8189]],
  "forces_ev_per_angstrom": [[0.6965, -0.5822, 0.1406], [-0.4752, 0.2891, -0.1936], [0.0847, 0.4081, -0.0559], [0.3387, -0.2708, -0.1212], [0.2690, -0.0045, -0.0740], [-0.4738, 0.3042, 0.1367], [-0.1814, -0.6377, -0.2899], [-0.2092, 0.1015, 0.0498], [0.4882, -0.5396, -0.0911], [-0.0970, 0.1330, -0.4205], [0.4579, -0.4832, 0.7833], [-0.1997, 0.5731, -0.4050], [0.4278, 0.1327, 0.2049], [0.0161, 0.3381, 0.1248], [-0.0612, 0.1764, 0.1476], [-0.4521, -0.1992, -0.1736], [0.1773, 0.0315, 0.1325], [-0.1470, 0.1875, 0.1628], [-0.1790, 0.1060, -0.1295], [-0.0904, 0.2105, 0.0416], [0.0900, 0.1702, 0.2751], [-0.0906, -0.2357, 0.0348], [-0.1519, -0.0922, 0.0368], [-0.0462, 0.4085, -0.2921], [-0.0214, -0.3928, 0.0390], [-0.1402, 0.0274, -0.1347], [-0.0176, -0.1074, -0.0449], [0.0478, -0.0745, -0.0176], [-0.0702, -0.0691, -0.0153], [-0.0396, 0.1835, 0.1081], [-0.0760, -0.0643, -0.2150], [0.0383, -0.0348, 0.1162], [-0.0151, -0.0012, 0.0071], [0.0293, 0.0819, 0.0959], [-0.0095, -0.0285, -0.2422], [0.0957, -0.1237, 0.1774], [0.0405, 0.0615, -0.0776], [0.0439, 0.0371, 0.0094], [-0.0137, -0.0330, -0.0055], [0.0600, -0.0343, 0.0044], [0.0151, -0.0027, 0.0329], [0.0710, 0.0187, 0.1024], [-0.0100, 0.0193, 0.0122], [0.0177, 0.0578, -0.1381], [-0.0588, -0.1113, -0.0821], [0.0069, -0.0109, 0.0145], [-0.0374, 0.0377, 0.1180], [0.0016, 0.0092, 0.0287], [-0.0545, 0.0333, 0.0053], [0.0126, 0.0212, -0.0207], [-0.0333, -0.0248, 0.0399], [-0.0502, 0.0728, 0.0779], [-0.1267, -0.1490, -0.1225], [-0.0992, -0.0264, 0.2936], [0.0367, 0.1315, -0.0780], [-0.0033, -0.0286, 0.0481], [0.0125, -0.0302, -0.1005], [0.0352, -0.0585, 0.2192], [0.0785, 0.1608, -0.1320], [0.0508, -0.0733, 0.0399], [0.0384, -0.0380, -0.0429], [-0.0012, 0.0280, 0.0183], [0.0685, 0.0341, -0.0083], [0.0000, 0.0429, 0.0091], [0.0489, 0.0296, -0.1632], [-0.0131, -0.0151, -0.0225], [0.0348, -0.0836, 0.0835], [-0.0293, 0.0776, 0.1149], [-0.0051, 0.0093, -0.0024], [-0.0576, 0.0060, -0.1077], [-0.0011, 0.0038, -0.0243], [-0.0562, -0.0284, -0.0005], [0.0121, -0.0239, 0.0137], [-0.0352, 0.0388, -0.0218], [-0.0642, 0.0537, 0.0563], [-0.0907, -0.1366, -0.1369], [-0.0032, -0.0077, 0.2294], [-0.0057, 0.0610, -0.0912], [-0.0053, -0.0240, 0.0177], [-0.0054, -0.0289, -0.1780], [0.0593, -0.1098, 0.2475], [0.0579, 0.1983, -0.1371], [0.0635, -0.0889, 0.0345], [0.0356, -0.0327, -0.0357], [-0.0060, 0.0273, 0.0202], [0.0605, 0.0347, -0.0112], [0.0038, 0.0120, -0.0292], [0.0339, 0.0166, -0.1165], [-0.0076, -0.0093, -0.0111], [0.0510, -0.0982, 0.0937], [-0.0249, 0.0787, 0.1430], [-0.0012, -0.0119, 0.0319], [-0.0721, 0.0022, -0.1236], [-0.0030, -0.0003, -0.0311], [-0.0591, -0.0288, 0.0015], [0.0118, -0.0256, 0.0098], [-0.0412, 0.0377, -0.0183]],
  "lowdin_charge": [0.127, -0.357, 0.026, 0.035, -0.327, 0.109, -0.037, -0.129, -0.171, -0.240, -0.535, 0.736, -0.010, -0.042, 0.000, -0.093, 0.121, 0.122, 0.129, 0.052, 0.120, 0.102, 0.044, 0.071, -0.133, 0.108, 0.105, 0.119, -0.112, -0.196, -0.209, -0.181, -0.142, -0.180, -0.208, -0.196, -0.113, 0.088, 0.088, 0.088, 0.127, 0.129, 0.124, 0.123, 0.124, 0.125, 0.129, 0.128, 0.088, 0.088, 0.088, -0.105, -0.202, -0.213, -0.177, -0.125, -0.185, -0.206, -0.198, -0.113, 0.090, 0.088, 0.076, 0.073, 0.128, 0.131, 0.115, 0.123, 0.126, 0.127, 0.128, 0.090, 0.079, 0.088, -0.114, -0.195, -0.208, -0.185, -0.128, -0.170, -0.203, -0.195, -0.116, 0.087, 0.087, 0.086, 0.127, 0.127, 0.127, 0.123, 0.128, 0.109, 0.127, 0.129, 0.088, 0.087, 0.087]
}

***

{
  "formula": "C4H6ClNO2S",
  "method": "the ωB97M-V functional and the def2-TZVPD basis",
  "total_charge": 0,
  "relative_energy_ev": 3.909,
  "e_homo_ha": [-0.3216, -0.3306],
  "energy_ev": -33182.0971,
  "species": ["C", "C", "C", "C", "N", "O", "O", "S", "Cl", "H", "H", "H", "H", "H", "H"],
  "xyz": [[0.3603, -1.2176, 0.0393], [-1.1935, -1.2426, -0.1921], [0.7157, 0.0656, 0.7282], [-0.9320, 1.3324, -0.5167], [1.7118, 0.7891, 0.1473], [2.3546, 0.2223, -0.7161], [2.0056, 1.8963, 0.5945], [-1.4908, 0.0144, -1.4628], [-1.6816, 2.0883, 0.8145], [0.7256, -1.9500, 0.7564], [0.7995, -1.2126, -0.9309], [-1.5290, -2.2098, -0.4215], [-1.8709, -1.1336, 0.6325], [0.4079, 0.3913, 1.6534], [-0.3833, 2.1664, -1.1260]],
  "forces_ev_per_angstrom": [[-1.5323, 1.3358, 2.1298], [0.8244, 0.1738, 0.4022], [-2.8908, -0.4020, -3.6484], [2.9266, 1.1160, -0.6845], [2.3312, 0.9109, 0.5880], [0.7764, 0.1589, -1.3392], [-0.2667, 0.2185, 0.0188], [-0.2968, -0.3166, 0.4736], [-0.8178, -0.0387, 0.4612], [-0.2247, -0.9088, -0.4974], [0.6585, -0.5127, -0.3183], [-0.1512, -1.4595, -1.5985], [0.1990, 1.1043, 1.0339], [-0.6142, 0.4738, 1.9117], [-0.9217, -1.8537, 1.0672]],
  "lowdin_charge": [-0.194, -0.435, -0.081, -0.945, -0.469, 0.046, 0.034, 0.895, 0.619, 0.130, 0.088, 0.058, 0.071, 0.101, 0.082]
}

***

{
  "formula": "C15H32O7S3Si",
  "method": "the ωB97M-V functional and the def2-TZVPD basis",
  "total_charge": 0,
  "e_homo_ha": -0.3512,
  "energy_ev": -70789.3941,
  "species": ["C", "Si", "C", "C", "C", "C", "C", "C", "O", "S", "O", "O", "H", "H", "H", "H", "H", "H", "H", "H", "H", "H", "H", "H", "H", "H", "H", "H", "C", "C", "C", "S", "O", "O", "C", "H", "H", "H", "H", "H", "H", "H", "H", "C", "C", "C", "S", "O", "O", "C", "H", "H", "H", "H", "H", "H", "H", "H"],
  "xyz": [[4.3545, -3.2082, -0.4335], [3.6557, -1.5703, -1.0211], [3.6123, -1.4765, -2.8877], [4.7666, -0.1952, -0.4088], [1.9125, -1.2239, -0.2848], [1.2049, -2.3856, 0.4427], [0.3370, -3.3578, -0.4042], [0.2409, -3.0888, -1.9005], [-0.6580, -2.0097, -2.2453], [-0.4856, -0.7399, -1.2380], [-1.0327, 0.3802, -1.9652], [1.1197, -0.5953, -1.3455], [5.4438, -3.1260, -0.4692], [4.0799, -4.0358, -1.0899], [4.0896, -3.4633, 0.5929], [3.0270, -2.2626, -3.3650], [4.6295, -1.5384, -3.2808], [3.1942, -0.5120, -3.1785], [4.7726, -0.1508, 0.6830], [4.4335, 0.7754, -0.7814], [5.7930, -0.3697, -0.7384], [2.0832, -0.4480, 0.4699], [1.9683, -2.9543, 0.9732], [0.5632, -1.9654, 1.2184], [0.7239, -4.3739, -0.3017], [-0.6712, -3.3793, 0.0122], [1.2177, -2.8594, -2.3273], [-0.1557, -3.9626, -2.4135], [-0.1146, 3.0005, 0.2823], [-0.7138, 3.9588, 1.3144], [0.1346, 3.8266, 2.5856], [1.7848, 3.3468, 2.0400], [2.0728, 2.0187, 2.5278], [2.7199, 4.4167, 2.2803], [1.3902, 3.2349, 0.2999], [-0.5249, 3.1580, -0.7139], [-0.3375, 1.9716, 0.5675], [-0.6716, 4.9842, 0.9400], [-1.7557, 3.7188, 1.5194], [0.2254, 4.7509, 3.1508], [-0.2237, 3.0275, 3.2322], [1.9750, 2.4252, -0.1320], [1.6645, 4.1834, -0.1618], [-5.4825, -0.4000, -0.4329], [-5.9920, 0.6634, 0.5496], [-5.0862, 0.6150, 1.7852], [-3.4850, 0.0320, 1.2012], [-3.2067, -1.2505, 1.7990], [-2.5146, 1.0958, 1.2968], [-3.9707, -0.2167, -0.5039], [-5.9377, -0.2946, -1.4164], [-5.7189, -1.3985, -0.0586], [-5.9297, 1.6488, 0.0840], [-7.0322, 0.4953, 0.8246], [-4.9397, 1.5852, 2.2530], [-5.4321, -0.1050, 2.5244], [-3.4303, -1.0753, -0.8952], [-3.6873, 0.6791, -1.0554]],
  "forces_ev_per_angstrom": [[0.0995, 0.0242, -0.0877], [0.0467, 0.1501, -0.0856], [0.0136, -0.0316, 0.0506], [-0.0733, -0.1253, 0.1139], [0.1653, -0.2185, 0.1294], [-0.3306, 0.1243, -0.0407], [0.2449, -0.0927, 0.0285], [-0.0915, -0.0529, -0.0638], [0.1822, -0.0008, 0.0837], [-0.2019, 0.3323, 0.1912], [0.0165, -0.1170, -0.1428], [0.0250, 0.0686, 0.0406], [0.0131, -0.0387, -0.0021], [-0.1129, -0.0330, 0.0655], [-0.0180, -0.0027, -0.0092], [-0.0203, 0.0087, -0.0060], [0.0165, 0.0037, 0.0042], [-0.0257, -0.0187, -0.0749], [-0.0007, 0.0363, -0.0052], [0.0502, 0.0146, -0.0063], [0.0002, 0.0903, -0.0375], [-0.0374, 0.0089, 0.0117], [0.0425, 0.0349, -0.0121], [-0.0119, 0.0155, -0.0003], [0.0662, 0.0185, -0.0032], [-0.0376, -0.0326, -0.0476], [0.0031, -0.0339, 0.0142], [-0.0875, 0.0378, 0.0036], [-0.0259, -0.0963, -0.1112], [0.0754, -0.0019, 0.0658], [-0.1365, 0.0515, -0.0045], [-0.0406, 0.0216, -0.0362], [0.0329, -0.0353, 0.0172], [0.0402, -0.0107, 0.0272], [-0.0679, 0.0172, -0.1133], [-0.0197, -0.0363, 0.0013], [-0.0181, 0.0154, -0.0174], [0.0414, 0.0031, 0.0127], [0.0132, -0.0264, -0.0106], [0.0463, -0.0206, 0.0253], [0.0349, -0.0375, -0.0235], [0.0241, -0.0056, 0.0307], [0.0172, 0.0103, 0.0332], [0.0027, -0.0050, 0.0454], [0.0174, -0.0075, 0.0018], [-0.1364, 0.0445, -0.0406], [0.0321, 0.0247, -0.0850], [0.0421, 0.0015, 0.0210], [0.0281, -0.0318, 0.0692], [-0.1117, 0.0199, -0.0583], [-0.0044, -0.0007, 0.0020], [0.0090, -0.0053, -0.0086], [0.0182, -0.0030, -0.0044], [-0.0025, 0.0101, -0.0040], [0.0377, -0.0217, 0.0331], [0.0435, -0.0330, -0.0101], [0.0299, 0.0037, 0.0335], [0.0410, -0.0151, -0.0038]],
  "lowdin_charge": [-0.168, 0.559, -0.169, -0.172, -0.358, -0.189, -0.170, -0.218, -0.302, 0.898, -0.372, -0.355, 0.032, 0.033, 0.026, 0.024, 0.037, 0.039, 0.039, 0.034, 0.033, 0.106, 0.092, 0.108, 0.116, 0.115, 0.094, 0.127, -0.231, -0.210, -0.211, 0.660, -0.332, -0.330, -0.222, 0.120, 0.088, 0.116, 0.102, 0.099, 0.104, 0.096, 0.108, -0.215, -0.212, -0.215, 0.658, -0.319, -0.327, -0.237, 0.117, 0.120, 0.117, 0.113, 0.101, 0.104, 0.094, 0.107]
}